ORCA calculation (ωB97M-V with the def2-TZVPD basis set) on a molecular structure, C33H29NOP2PbSe3Te at a distorted geometry.

Structure (XYZ):
```
71
C33H29NOP2PbSe3Te | the OMol25 dataset | ωB97M-V with the def2-TZVPD basis set
Pb -0.1525 -2.8926 -1.5960
Se 2.1827 -4.4103 -2.7285
Se 0.7960 -6.2412 -2.3189
Te -0.4507 -5.5858 -0.1941
Se -2.4599 -4.3505 -1.0631
C -0.3356 1.5893 -0.3012
N -0.9415 1.1185 0.9353
C -1.4824 -0.2098 0.9570
P -0.1709 -1.5964 0.9684
C -0.4228 -2.3008 2.6355
C -1.7134 -2.7283 2.9562
C -1.9846 -3.2451 4.2128
C -0.9664 -3.3684 5.1477
C 0.3280 -3.0016 4.8125
C 0.6058 -2.4798 3.5573
C 1.4414 -0.7458 1.1134
C 2.4357 -1.0700 0.1896
C 3.6944 -0.4931 0.2665
C 3.9719 0.4184 1.2729
C 2.9965 0.7333 2.2094
C 1.7402 0.1527 2.1384
C -0.9713 1.9474 2.0466
C -0.7584 3.3250 1.9154
C -0.8142 4.1591 3.0202
C -1.0669 3.6513 4.2843
C -1.2566 2.2851 4.4285
C -1.2124 1.4410 3.3321
P -0.1401 0.2559 -1.6026
C -1.6013 0.6003 -2.6766
C -1.8468 1.8606 -3.2216
C -2.9531 2.0761 -4.0251
C -3.8270 1.0344 -4.3074
C -3.5902 -0.2232 -3.7801
C -2.4885 -0.4348 -2.9630
C 1.1949 0.9801 -2.6230
C 1.4532 2.3462 -2.7261
C 2.4261 2.8102 -3.5974
C 3.1671 1.9176 -4.3588
C 2.9450 0.5552 -4.2336
C 1.9625 0.0911 -3.3732
H 0.6701 1.9707 -0.0904
H -0.9348 2.3900 -0.7515
H -2.0802 -0.3695 0.0518
H -2.1459 -0.3492 1.8070
H -2.5041 -2.6619 2.2165
H -2.9889 -3.5624 4.4615
H -1.1790 -3.7587 6.1342
H 1.1309 -3.1264 5.5275
H 1.6186 -2.2036 3.2994
H 2.2434 -1.7985 -0.5907
H 4.4543 -0.7663 -0.4538
H 4.9535 0.8694 1.3369
H 3.2167 1.4291 3.0091
H 0.9995 0.3938 2.8865
H -0.5627 3.7594 0.9453
H -0.6627 5.2220 2.8824
H -1.1146 4.3080 5.1420
H -1.4343 1.8613 5.4085
H -1.3488 0.3783 3.4930
H -1.1648 2.6794 -3.0372
H -3.1291 3.0597 -4.4412
H -4.6907 1.2074 -4.9354
H -4.2556 -1.0470 -4.0023
H -2.3309 -1.4228 -2.5470
H 0.9052 3.0631 -2.1288
H 2.6028 3.8747 -3.6817
H 3.9218 2.2867 -5.0405
H 3.5371 -0.1474 -4.8053
H 1.7917 -0.9774 -3.2834
O 0.4638 -3.2773 -5.3240
C 0.2836 -3.2559 -4.1979
```

Its HOMO-LUMO gap is 6.62 eV. Its charge is 0. The value obtained for the calculated total energy is -265387.44876 eV. As for the HOMO energy: -6.9 eV.

These are the Mulliken partial charges, in e, on atoms 1 to 6: 1.70 -0.48 -0.20 -0.08 -0.60 -2.38



ORCA calculation (ωB97M-V with the def2-TZVPD basis set) on a molecular structure, C33H30BF6NO2S at a distorted geometry.

Structure (XYZ):
```
74
C33H30BF6NO2S | the OMol25 dataset | ωB97M-V with the def2-TZVPD basis set
C -2.6986 -4.6176 -1.5909
C -2.4282 -3.1756 -1.4158
C -2.4089 -2.2402 -2.4531
C -2.1621 -0.9345 -2.0562
C -1.7648 -0.7009 -0.6385
B 3.1130 -1.5276 -1.3785
C -2.5033 0.3973 0.0280
C -2.9578 0.2573 1.3357
C -3.6289 1.3043 1.9564
C -4.1258 1.0418 3.3535
F -5.2366 1.7523 3.6614
F -4.4518 -0.2704 3.5746
F -3.1644 1.3515 4.2902
C -3.8628 2.5208 1.3222
C -3.3523 2.6649 0.0397
C -3.4594 3.9016 -0.8084
F -2.2051 4.4316 -1.0314
F -3.9754 3.6243 -2.0503
F -4.2227 4.8873 -0.3076
C -2.7079 1.6246 -0.6143
O 3.0863 -2.8977 -1.2191
C 2.2828 -3.3785 -2.3268
C 2.1274 -2.1815 -3.2689
O 2.6707 -1.0370 -2.5884
S -2.0562 -2.3967 0.0297
H -2.7936 -4.8582 -2.6572
H -1.8920 -5.2634 -1.2010
H -3.6217 -4.9694 -1.1182
H -2.5926 -2.5820 -3.4642
H -2.2441 -0.1054 -2.7569
H -2.8294 -0.7049 1.8332
H -4.3623 3.3228 1.8478
H -2.4296 1.7753 -1.6503
H 2.7892 -4.2363 -2.8030
H 1.3048 -3.7145 -1.9404
H 2.6960 -2.3452 -4.2036
H 1.0708 -1.9988 -3.5027
C -0.5476 -0.5739 3.1601
C 0.6742 -0.7853 2.4029
N 1.7852 -1.2457 3.0343
C 1.8715 -1.6695 4.4323
C 2.8577 -1.2888 2.1523
C 2.3832 -0.8409 0.8996
C 3.3630 -0.5580 -0.1587
C 4.8154 -0.8472 0.2320
C 5.1563 -1.4302 1.4328
C 4.1830 -1.6545 2.4294
C 0.9637 -0.5744 1.0258
C 0.0523 -0.1647 -0.0786
C 0.3669 1.2015 -0.5858
C 1.0687 2.1942 0.1578
C 1.5511 3.3443 -0.4660
C 1.2257 3.6155 -1.8056
C 1.6360 4.8950 -2.4990
C 0.5004 2.6740 -2.5448
C 0.0982 1.4804 -1.9496
H -1.1328 0.2059 2.6534
H -1.1201 -1.5154 3.1665
H -0.3610 -0.2514 4.1967
H 2.8910 -2.0049 4.6292
H 1.5744 -0.8501 5.0942
H 1.1654 -2.4876 4.6074
H 3.2109 0.4759 -0.5102
H 5.5672 -0.6199 -0.5202
H 6.1823 -1.7835 1.6463
H 4.4363 -2.0999 3.3915
H 0.0818 -0.9660 -0.9019
H 1.2750 2.0470 1.2353
H 2.1742 4.0525 0.0933
H 0.7745 5.3516 -3.0147
H 2.0618 5.6239 -1.7981
H 2.3835 4.6970 -3.2848
H 0.2373 2.8915 -3.5919
H -0.4096 0.7405 -2.5897
```

Its HOMO-LUMO gap is 2.83 eV. Its charge is 0. The value obtained for the calculated total energy is -68107.54416 eV. As for the HOMO energy: -4.9 eV.

These are the Mulliken partial charges, in e, on atoms 1 to 6: -1.45 0.76 -1.02 -1.10 1.64 0.59



ORCA calculation (ωB97M-V with the def2-TZVPD basis set) on a molecular structure, C33H30CoI2N2O3S.

Structure (XYZ):
```
72
C33H30CoI2N2O3S | the OMol25 dataset | ωB97M-V with the def2-TZVPD basis set
Co 1.7720 -1.0808 1.3375
I -4.7593 -0.1073 4.2790
C -3.1271 -0.8546 3.2114
C -3.2178 -1.0072 1.8358
C -2.1143 -1.4500 1.1284
I -2.2459 -1.6779 -0.9361
C -0.8849 -1.7309 1.7498
O 0.1784 -2.0899 1.0729
C -0.8437 -1.5949 3.1554
C 0.4488 -1.9252 3.8359
N 1.5297 -1.0570 3.3326
C 2.8309 -1.2920 3.9582
C 3.8866 -0.5986 3.1425
C 5.0247 -0.0253 3.6814
C 5.9338 0.5808 2.8294
C 5.6723 0.6030 1.4692
C 4.5038 0.0259 1.0089
N 3.6345 -0.5660 1.8276
C -1.9459 -1.1563 3.8702
H -4.1325 -0.7587 1.3146
H 0.7468 -2.9551 3.6209
H 0.3423 -1.8151 4.9200
H 1.2478 -0.0832 3.4374
H 3.0145 -2.3702 3.9360
H 2.8675 -0.9742 5.0038
H 5.1883 -0.0496 4.7505
H 6.8297 1.0405 3.2250
H 6.3513 1.0750 0.7733
H 4.2319 0.0314 -0.0380
H -1.8782 -1.0432 4.9460
C 1.2051 -2.1536 -7.0118
C 1.2751 -1.8599 -5.5398
C 1.8478 -2.7662 -4.6584
C 1.9107 -2.5238 -3.2920
C 2.5101 -3.5738 -2.3980
C 1.3697 -1.3203 -2.8046
C 1.3939 -0.9758 -1.3920
O 2.2059 -1.4361 -0.5838
C 0.7645 -0.3933 -3.6806
C 0.1788 0.9044 -3.1862
C 0.7387 -0.6784 -5.0344
H 1.8287 -3.0060 -7.2773
H 1.5289 -1.2926 -7.5981
H 0.1786 -2.3818 -7.3071
H 2.2478 -3.6982 -5.0434
H 2.5377 -4.5300 -2.9194
H 1.9451 -3.6878 -1.4750
H 3.5302 -3.3087 -2.1143
H 0.6722 -0.2398 -1.0308
H -0.6343 0.7358 -2.4773
H -0.2160 1.4787 -4.0231
H 0.9264 1.5163 -2.6777
H 0.2868 0.0346 -5.7158
C -7.5747 4.0127 -0.3565
C -6.1982 3.4674 -0.0692
O -5.9198 2.3013 -0.0965
S -5.0294 4.7604 0.3400
C -3.5422 3.8243 0.5497
C -2.5170 3.9485 -0.3789
C -1.3525 3.2127 -0.2317
C -1.1970 2.3319 0.8419
C -2.2351 2.2311 1.7781
C -3.3928 2.9716 1.6381
C -0.0477 1.4870 0.9690
C 0.9267 0.7662 1.1338
H -8.3165 3.2636 -0.0872
H -7.6459 4.2093 -1.4274
H -7.7603 4.9442 0.1766
H -2.6395 4.6123 -1.2262
H -0.5563 3.3044 -0.9592
H -2.1278 1.5426 2.6064
H -4.1920 2.8713 2.3608
```

As for the energy relative to the best compared isomer or geometry (same formula, charge and spin): 0.00 kJ/mol. Its HOMO-LUMO gap (spin up / spin down) is 7.15 / 7.29 eV. Its charge is 0. The value obtained for the calculated total energy is -108493.71153 eV. As for the HOMO energy (spin up / spin down): -7.2 / -7.4 eV. As for the multiplicity: 2.

These are the Mulliken partial charges, in e, on atoms 1 to 6: 0.02 0.07 -0.69 -0.25 -0.32 0.07